The following is a DFT calculation (ωB97M-V with the def2-TZVPD basis set) of a structure of composition C37H41AuN5O2.

As for the net charge: +1. The LUMO energy (spin up / spin down) comes out at -3.3 / -5.5 eV. Its highest occupied orbital energy (spin up / spin down) is -10.865 / -11.224 eV. As for the relative energy (zero: lowest compared OMol25 entry of this formula, charge and spin): 35.2 kJ/mol. Its electronic energy is -54265.217 eV. As for the expectation value of S²: 2.04. Its spin multiplicity is 3.

Each line ends with the Mulliken charge.
Cartesian coordinates (Å):
Au -0.152 0.079 0.300  0.9691
C 4.611 -1.274 -1.893  -1.3600
C 3.999 -2.130 -0.778  1.2527
C 5.030 -3.072 -0.167  -1.6693
C 2.798 -2.876 -1.318  0.5936
C 2.979 -3.744 -2.372  -0.3342
C 1.898 -4.296 -3.046  -1.5878
C 0.589 -3.956 -2.704  -0.3633
C 0.327 -3.104 -1.660  0.3935
C -1.088 -2.814 -1.232  3.5583
C -1.553 -3.838 -0.192  -1.4829
C -2.063 -2.722 -2.400  -1.8317
C 1.443 -2.603 -0.886  -0.1693
N 1.182 -1.864 0.204  0.7462
C 1.976 -2.003 1.347  -0.9222
O 2.442 -3.056 1.708  -0.5891
C 2.147 -0.745 2.160  0.6179
C 2.960 -0.639 3.274  -0.9071
C 3.048 0.607 3.896  -0.5540
C 2.336 1.694 3.406  -0.8012
C 1.530 1.495 2.295  0.1732
N 1.480 0.309 1.722  0.1592
C 0.702 2.573 1.622  -0.0555
O 0.884 3.742 1.903  -0.6836
N -0.181 2.100 0.719  1.3329
C -0.943 2.885 -0.173  -0.3493
C -0.500 2.959 -1.510  0.7354
C -1.271 3.651 -2.432  -0.6684
C -2.451 4.264 -2.047  -1.3016
C -2.860 4.202 -0.729  -1.1807
C -2.128 3.520 0.241  0.6953
C -2.660 3.642 1.664  0.4560
C -2.515 2.453 2.611  -1.0351
C -2.132 4.925 2.311  -1.4241
C 0.839 2.388 -1.931  2.1568
C 0.839 1.804 -3.340  -1.8632
C 1.920 3.460 -1.778  -1.6996
H 5.442 -0.688 -1.499  0.4488
H 3.879 -0.585 -2.317  0.2062
H 4.997 -1.891 -2.705  0.3531
H 3.670 -1.428 -0.010  -0.3312
H 5.409 -3.772 -0.912  0.3549
H 4.605 -3.646 0.656  0.3748
H 5.880 -2.501 0.205  0.4525
H 3.980 -3.970 -2.711  0.4429
H 2.074 -4.974 -3.869  0.3924
H -0.225 -4.388 -3.266  0.3782
H -1.077 -1.852 -0.714  -1.8575
H -1.564 -4.841 -0.620  0.3733
H -2.566 -3.605 0.143  0.3677
H -0.894 -3.852 0.676  0.3059
H -2.236 -3.693 -2.861  0.4448
H -1.714 -2.035 -3.171  0.4423
H -3.032 -2.371 -2.043  0.4357
H 3.503 -1.504 3.626  0.6236
H 3.677 0.725 4.767  0.4697
H 2.385 2.676 3.853  0.5985
H -0.945 3.723 -3.460  0.3321
H -3.047 4.798 -2.774  0.4097
H -3.772 4.703 -0.431  0.4712
H -3.739 3.776 1.526  0.5861
H -1.484 2.245 2.886  0.0777
H -2.947 1.547 2.185  -0.0285
H -3.056 2.675 3.531  0.5470
H -1.058 4.866 2.475  0.2133
H -2.627 5.084 3.269  0.4481
H -2.329 5.791 1.681  0.3794
H 1.109 1.575 -1.243  -0.9055
H 0.800 2.582 -4.101  0.4629
H -0.007 1.134 -3.505  0.4396
H 1.758 1.242 -3.510  0.3366
H 1.711 4.304 -2.437  0.3671
H 2.899 3.061 -2.045  0.4160
H 1.965 3.841 -0.758  0.3801
N -6.801 -2.787 2.900  -0.4117
C -5.830 -2.322 2.507  -0.3569
C -4.613 -1.738 2.013  0.5009
C -3.456 -1.768 2.782  -0.8985
C -2.311 -1.198 2.257  -0.4430
N -2.276 -0.622 1.057  0.6728
C -3.390 -0.593 0.324  -0.7893
C -4.583 -1.136 0.759  -0.6184
H -3.444 -2.222 3.761  0.5502
H -1.389 -1.195 2.825  0.4613
H -3.326 -0.100 -0.637  0.5710
H -5.467 -1.087 0.140  0.5454